Entry 1:
The following is a DFT calculation (ωB97M-V/def2-TZVPD) of C40H52AgN4O4SSi2 as an isolated structure.

Structure (XYZ):
```
104
Properties=species:S:1:pos:R:3:forces:R:3
Ag 0.0901 1.2202 -1.5226 -0.32 0.49 -0.31
S -1.3633 0.0013 -3.3191 0.16 -0.11 0.11
Si -0.5412 3.6241 -1.3905 0.01 -0.22 0.13
Si -1.0489 -1.7321 -2.2880 0.09 -0.04 0.16
O -2.4092 -2.5030 -1.7088 -0.03 0.03 -0.07
O 2.3942 1.1582 -0.4127 0.10 -0.23 0.06
O -0.0539 -1.4347 -0.9728 0.12 -0.02 -0.01
O -0.2720 -2.9541 -3.0985 0.04 0.05 -0.04
N 5.2825 -4.8208 2.9019 -0.02 0.05 0.04
N 1.0915 -0.5039 1.5796 0.05 0.01 -0.01
N 2.7080 2.3453 0.0139 -0.06 0.03 -0.08
N 5.8120 -2.8865 4.2274 -0.03 0.00 -0.01
C -0.7393 -3.8160 -4.1283 -0.02 0.07 0.08
C 4.1974 -1.2310 4.8480 -0.04 0.09 0.03
C 0.1366 6.9278 1.1520 0.00 -0.01 -0.03
C 0.5409 -1.8780 1.2968 0.02 0.07 0.04
C -3.1406 4.2607 -2.5544 -0.03 -0.01 0.02
C 3.0452 -0.4454 4.8693 0.00 -0.05 -0.03
C -0.0609 6.1307 0.0304 -0.01 0.00 0.02
C 4.5069 -2.4243 4.1713 -0.02 -0.08 -0.05
C -4.5275 4.2058 -2.6488 0.03 0.00 0.00
C -2.4502 3.6433 -1.5092 -0.05 0.05 -0.03
C -1.8306 -3.1597 -4.9699 -0.01 -0.02 -0.04
C 3.5545 -3.2623 3.5045 0.03 0.06 0.03
C -4.6026 2.9150 -0.6317 0.01 0.01 -0.02
C 0.1515 6.3559 2.4187 0.00 -0.03 0.00
C 1.9771 -0.2941 3.8920 0.06 0.00 0.04
C 3.1791 3.8652 1.7622 -0.03 -0.11 0.05
C -0.2381 4.7465 0.1318 0.02 0.02 0.06
C 2.8603 2.5933 1.3309 0.04 -0.02 0.03
C 0.7067 -2.3355 -0.1474 -0.21 -0.04 -0.06
C 6.0874 -4.0066 3.6008 0.00 0.00 0.00
C -3.5757 -1.9436 -1.0998 0.10 -0.01 -0.02
C 0.7289 0.2745 4.3008 0.01 -0.03 -0.04
C 2.8389 3.3402 -0.8910 -0.01 0.04 0.02
C -1.2732 -5.0896 -3.4767 -0.04 -0.04 -0.01
C 3.1509 4.6212 -0.4910 -0.03 -0.05 -0.04
C 0.4741 -4.1265 -4.9966 0.02 -0.02 -0.04
C -4.1823 -3.0740 -0.2764 -0.02 -0.01 0.02
C 0.0652 0.4861 1.9671 0.14 -0.05 0.03
C -5.2655 3.5350 -1.6847 0.00 0.00 0.01
C 2.2079 -0.5205 2.5574 -0.02 0.12 -0.06
C 3.3257 4.8983 0.8543 0.00 0.07 0.00
C -0.1274 0.7250 3.2987 -0.08 0.01 0.03
C -0.2034 4.1957 1.4178 0.02 -0.02 -0.05
C -4.5417 -1.5044 -2.1946 -0.06 0.01 0.00
C 0.1794 -3.7689 -0.2037 0.02 -0.05 0.04
C -0.0223 4.9841 2.5479 0.01 0.03 -0.01
C 2.1576 -2.2926 -0.6085 0.06 -0.03 0.01
C -3.2248 -0.7664 -0.1946 -0.01 0.01 0.03
C -3.2187 2.9653 -0.5564 0.00 0.01 -0.01
C 3.9893 -4.4066 2.9081 0.01 -0.04 -0.02
H -0.5160 -1.8576 1.5631 -0.01 -0.01 -0.01
H -4.8156 -2.3607 -2.8170 0.01 0.00 0.00
H -1.4759 -2.2209 -5.3952 0.00 -0.01 0.01
H 0.8674 -3.2016 -5.4209 -0.01 0.00 0.00
H 2.9744 0.2634 5.6913 0.01 -0.01 0.01
H 0.2092 -4.8072 -5.8101 0.00 0.00 0.01
H -1.6652 -5.7765 -4.2322 0.01 0.00 0.00
H 2.5072 -3.0007 3.5153 -0.01 0.00 -0.01
H 0.3014 6.9738 3.2968 0.00 0.00 0.00
H 1.2565 -4.5881 -4.3913 0.00 0.01 0.00
H 2.7806 -2.9248 0.0297 0.00 0.01 -0.01
H 0.3527 -4.2029 -1.1859 -0.01 0.03 0.03
H -5.4518 -1.0878 -1.7536 0.00 0.00 -0.01
H -2.8522 0.0753 -0.7815 0.00 -0.02 0.00
H -4.0729 -0.7445 -2.8207 0.01 -0.01 0.01
H -3.4935 -3.3734 0.5163 0.00 0.00 -0.01
H 3.5418 5.9038 1.1885 0.00 0.00 0.00
H -5.0319 4.6855 -3.4808 0.00 0.00 0.00
H -4.3713 -3.9391 -0.9157 0.00 0.01 0.00
H -2.4591 -1.0499 0.5295 0.00 -0.01 0.00
H -2.7092 -2.9399 -4.3607 0.02 -0.01 0.00
H -2.1256 -3.8366 -5.7768 -0.01 0.01 0.00
H -6.3459 3.4853 -1.7570 0.00 0.00 0.00
H -0.5374 0.8463 1.1470 -0.03 -0.04 -0.01
H -0.4778 -5.5960 -2.9261 0.00 0.01 0.00
H -5.1648 2.3745 0.1217 0.00 0.00 0.00
H 0.2730 7.9983 1.0383 0.00 0.00 0.00
H 0.0047 4.5191 3.5271 0.00 -0.01 0.00
H 2.7064 1.7356 1.9808 -0.01 0.01 -0.01
H 2.6631 3.0330 -1.9094 0.01 0.02 0.00
H 0.5446 0.4864 5.3449 0.00 0.01 0.00
H 3.2788 -5.0604 2.4053 0.01 0.00 0.00
H 1.0732 -2.5586 1.9586 -0.02 -0.04 0.00
H 7.1282 -4.3288 3.6581 0.00 0.00 0.00
H 1.5093 -0.1399 0.7133 -0.04 0.01 -0.03
H -0.2852 3.1191 1.5390 0.00 0.04 0.01
H 2.5626 -1.2793 -0.5928 -0.02 0.01 0.00
H -2.7198 2.4472 0.2586 0.00 0.01 -0.01
H 0.7001 -4.3692 0.5454 0.00 -0.01 -0.01
H 4.9909 -0.9253 5.5279 -0.01 0.00 0.00
H 3.2225 5.3933 -1.2441 0.00 0.00 0.00
H -4.1131 -0.4403 0.3535 0.00 0.02 -0.02
H -2.5795 4.7908 -3.3172 0.00 0.00 0.00
H -5.1236 -2.7585 0.1802 0.01 0.00 0.00
H -0.1882 4.5865 -2.5024 0.03 0.00 -0.01
H -0.8924 -3.7942 0.0004 0.02 0.00 0.01
H -0.9849 1.3430 3.5556 0.01 0.00 0.02
H -2.0702 -4.8336 -2.7772 0.01 0.00 -0.01
H 3.2819 4.0246 2.8262 0.00 0.01 -0.01
H -0.0820 6.5933 -0.9518 0.00 0.00 0.01
H 3.1416 -0.8632 2.1381 -0.01 -0.02 0.01
H 2.2067 -2.6556 -1.6367 0.00 -0.01 0.01
```
Forces are in eV/Å.

Calculated values
Kohn-Sham gap (alpha / beta)   3.88 / 5.21 eV
LUMO energy (alpha / beta)   0.152 / 0.152 hartree
Net charge   -2
2S+1   2
Expectation value of S²   0.774
E_HOMO (alpha / beta)   0.251 / -1.087 eV

Mulliken atomic charge list, values in e, 99 entries: atom 1 (Ag): 0.08, atom 2 (S): -0.84, atom 3 (Si): 0.61, atom 4 (Si): 0.25, atom 5 (O): 0.39, atom 6 (O): -0.70, atom 7 (O): 0.41, atom 8 (O): -0.12, atom 9 (N): -0.82, atom 10 (N): 2.69, atom 11 (N): 0.50, atom 12 (N): -0.76, atom 13 (C): 1.89, atom 14 (C): -0.50, atom 15 (C): -0.61, atom 16 (C): -1.78, atom 17 (C): -0.36, atom 18 (C): -0.73, atom 19 (C): -0.44, atom 20 (C): 0.03, atom 21 (C): -0.49, atom 22 (C): 0.26, atom 23 (C): -1.59, atom 24 (C): -0.02, atom 25 (C): -0.58, atom 26 (C): -0.41, atom 27 (C): 1.51, atom 28 (C): -1.07, atom 29 (C): 0.04, atom 30 (C): 0.15, atom 31 (C): 1.95, atom 32 (C): -0.10, atom 33 (C): 1.96, atom 34 (C): -1.80, atom 35 (C): -0.39, atom 36 (C): -1.53, atom 37 (C): -0.55, atom 38 (C): -1.80, atom 39 (C): -1.97, atom 40 (C): -0.61, atom 41 (C): -0.50, atom 42 (C): -1.02, atom 43 (C): -0.21, atom 44 (C): -0.38, atom 45 (C): 0.52, atom 46 (C): -1.87, atom 47 (C): -1.32, atom 48 (C): -0.64, atom 49 (C): -1.60, atom 50 (C): -0.92, atom 51 (C): -0.21, atom 52 (C): -0.27, atom 53 (H): 0.35, atom 54 (H): 0.36, atom 55 (H): 0.36, atom 56 (H): 0.38, atom 57 (H): 0.24, atom 58 (H): 0.40, atom 59 (H): 0.50, atom 60 (H): 0.42, atom 61 (H): 0.37, atom 62 (H): 0.34, atom 63 (H): 0.33, atom 64 (H): 0.10, atom 65 (H): 0.47, atom 66 (H): -0.16, atom 67 (H): 0.26, atom 68 (H): 0.40, atom 69 (H): 0.40, atom 70 (H): 0.35, atom 71 (H): 0.37, atom 72 (H): -0.07, atom 73 (H): 0.14, atom 74 (H): 0.51, atom 75 (H): 0.35, atom 76 (H): 0.33, atom 77 (H): 0.33, atom 78 (H): 0.36, atom 79 (H): 0.36, atom 80 (H): 0.49, atom 81 (H): 0.10, atom 82 (H): 0.57, atom 83 (H): 0.33, atom 84 (H): 0.39, atom 85 (H): 0.10, atom 86 (H): 0.40, atom 87 (H): -1.03, atom 88 (H): -0.37, atom 89 (H): 0.00, atom 90 (H): 0.25, atom 91 (H): 0.56, atom 92 (H): 0.30, atom 93 (H): 0.36, atom 94 (H): 0.70, atom 95 (H): 0.29, atom 96 (H): 0.39, atom 97 (H): -0.47, atom 98 (H): 0.13, atom 99 (H): 0.44

---

Entry 2:
The following is a DFT calculation (ωB97M-V/def2-TZVPD) of a 2-piece molecular cluster, C3H11NO overall.

Structure (XYZ):
```
16
Properties=species:S:1:pos:R:3:forces:R:3
O 1.3507 -1.0077 2.7937 0.03 0.14 0.08
N 1.1171 0.8085 -1.8738 0.21 -0.03 0.18
C -0.5244 0.0766 -0.0923 0.23 -0.40 0.47
C -0.2553 0.8541 -1.3795 0.01 0.04 0.10
C -1.9730 -0.3912 0.0936 -0.15 -0.08 -0.16
H 1.1239 -1.8357 2.3639 0.04 -0.06 -0.05
H 2.2684 -0.8335 2.5607 -0.06 -0.08 -0.01
H -0.2019 0.6573 0.7771 -0.09 0.14 -0.11
H -0.9181 0.5001 -2.1673 -0.01 -0.06 -0.13
H -0.4959 1.9049 -1.2157 -0.17 0.06 -0.05
H -2.3740 -0.1219 1.0667 -0.02 -0.01 0.09
H 1.7511 1.0241 -1.1078 -0.02 0.06 -0.16
H 1.3550 -0.1323 -2.1680 -0.05 -0.01 0.00
H -2.6255 0.0487 -0.6569 -0.11 0.21 -0.06
H 0.1386 -0.7932 -0.0492 -0.01 -0.05 -0.25
H -2.0936 -1.4728 -0.0278 0.17 0.12 0.07
```
Forces are in eV/Å.

Calculated values
SMILES string   CCCN.O
Kohn-Sham gap   10.02 eV
LUMO energy   0.028 hartree
Net charge   0
2S+1   1
E_HOMO   -9.258 eV

Charges computed using Mulliken, reported in e: atom 1 (O): -0.64, atom 2 (N): -0.64, atom 3 (C): -0.10, atom 4 (C): -0.73, atom 5 (C): -1.14, atom 6 (H): 0.31, atom 7 (H): 0.32, atom 8 (H): 0.29, atom 9 (H): 0.42, atom 10 (H): 0.31, atom 11 (H): 0.30, atom 12 (H): 0.24, atom 13 (H): 0.24, atom 14 (H): 0.35, atom 15 (H): 0.19, atom 16 (H): 0.28

---

Entry 3:
The following is a DFT calculation (ωB97M-V/def2-TZVPD) of C5H6Br2Cl2 as an isolated structure at a distorted geometry.

Structure (XYZ):
```
15
Properties=species:S:1:pos:R:3:forces:R:3
Br -2.0095 -0.2064 1.9198 -2.39 -0.62 2.08
Br -1.9742 -1.7175 -0.9844 -1.18 -1.12 -0.73
Cl 0.2786 2.2568 -1.0393 -0.43 -0.15 -0.18
Cl -2.5302 1.5057 -0.8463 -0.17 0.48 -0.06
C -0.4507 -0.7107 -0.5135 1.47 2.18 2.19
C -0.5392 0.2039 0.6787 2.47 0.33 -4.00
C 0.7279 0.4580 1.4729 -0.25 -0.08 -0.21
C -0.9046 1.1810 -0.4070 0.71 -1.21 0.85
C 0.8301 -1.0582 -1.1898 -0.44 0.38 -0.36
H 1.1553 -0.4976 1.7689 0.00 -0.02 0.10
H 0.6275 -1.3582 -2.2163 0.07 -0.14 -0.08
H 1.5082 -0.2063 -1.2027 0.11 -0.04 0.08
H 0.5013 1.0359 2.3632 -0.06 0.04 0.17
H 1.3231 -1.8927 -0.6878 -0.12 -0.01 0.18
H 1.4565 1.0062 0.8836 0.21 -0.01 -0.02
```
Forces are in eV/Å.

Calculated values
Kohn-Sham gap (alpha / beta)   4.47 / 6.38 eV
LUMO energy (alpha / beta)   0.002 / -0.109 hartree
Net charge   0
2S+1   3
Expectation value of S²   2.008
E_HOMO (alpha / beta)   -4.402 / -9.348 eV

Charges computed using Mulliken, reported in e: atom 1 (Br): -0.17, atom 2 (Br): -0.04, atom 3 (Cl): -0.09, atom 4 (Cl): -0.07, atom 5 (C): 0.10, atom 6 (C): 0.63, atom 7 (C): -1.41, atom 8 (C): 0.20, atom 9 (C): -1.33, atom 10 (H): 0.33, atom 11 (H): 0.43, atom 12 (H): 0.32, atom 13 (H): 0.43, atom 14 (H): 0.33, atom 15 (H): 0.34

---

Entry 4:
The following is a DFT calculation (ωB97M-V/def2-TZVPD) of an isolated ion of composition C10H13N2 and charge +1 at a distorted geometry.

Structure (XYZ):
```
25
Properties=species:S:1:pos:R:3:forces:R:3
N 0.5616 1.4677 -2.3206 1.62 -1.30 -1.06
N -0.7371 1.3892 -0.2064 -0.89 1.13 -0.61
C 0.3965 -0.7624 -1.0804 -0.40 2.17 -1.62
C -0.8345 -0.5347 -1.8789 -1.17 -0.72 -0.94
C 0.3540 -1.0655 0.3766 1.91 0.53 -2.37
C 1.5688 -1.1599 2.4316 -1.99 0.12 -0.28
C -0.1637 0.7418 -1.4944 -1.52 -2.39 1.24
C -0.7490 -1.6219 0.9079 -1.48 -2.05 -0.32
C 0.4323 -1.8607 2.9769 2.25 1.52 -0.88
C 1.5117 -0.7713 1.1006 -0.04 -0.56 0.42
C 0.9142 2.6619 -2.3629 -3.25 0.02 2.48
C -0.6570 -2.0859 2.1985 -4.09 -1.94 2.27
H -1.8005 -0.7054 -1.3964 0.24 0.02 -0.17
H -1.5826 2.0821 -0.2920 2.14 -1.51 0.07
H 0.3031 3.3698 -1.7748 0.92 0.51 -0.23
H 1.7608 2.8363 -2.8852 2.24 1.50 -2.01
H -1.6519 -2.6698 2.6565 2.98 1.59 -1.17
H 1.2197 -0.9172 -1.8107 -0.07 -0.26 1.42
H -1.5784 -2.0164 0.2757 0.63 0.78 0.54
H 2.3289 -0.7800 3.0784 0.65 -0.37 0.27
H 0.5114 -2.1206 3.9937 -0.27 -0.53 1.01
H 2.3300 -0.3416 0.5273 0.08 0.12 0.49
H -0.9498 0.6505 0.4954 0.02 0.30 -0.38
H -0.8465 -0.8653 -2.9498 0.12 0.65 1.15
H 0.1411 1.8287 0.0916 -0.64 0.66 0.69
```
Forces are in eV/Å.

Calculated values
SMILES string   C=N[C@@]1([NH3+])C[C@@H]1c1ccccc1
Kohn-Sham gap   9.34 eV
LUMO energy   -0.120 hartree
Net charge   +1
2S+1   1
E_HOMO   -12.592 eV

Charges computed using Mulliken, reported in e: atom 1 (N): -0.38, atom 2 (N): -0.27, atom 3 (C): -0.10, atom 4 (C): -0.88, atom 5 (C): -0.16, atom 6 (C): -0.66, atom 7 (C): 0.55, atom 8 (C): 0.14, atom 9 (C): -0.55, atom 10 (C): -0.36, atom 11 (C): -0.46, atom 12 (C): -0.47, atom 13 (H): 0.26, atom 14 (H): 0.36, atom 15 (H): 0.25, atom 16 (H): 0.32, atom 17 (H): 0.22, atom 18 (H): 0.47, atom 19 (H): 0.25, atom 20 (H): 0.43, atom 21 (H): 0.45, atom 22 (H): 0.47, atom 23 (H): 0.31, atom 24 (H): 0.33, atom 25 (H): 0.48

---

Computed energy relative to the best compared isomer or geometry (same formula, charge and spin), in the same sequence as the records: 180.9 51.1 241.1 377.2 kJ/mol.